Record 1
Formula: C22H17BrN3O3Re
Source: the OMol25 dataset
Level of theory: ωB97M-V with the def2-TZVPD basis set

Structure (XYZ):
```
47
Properties=species:S:1:pos:R:3:nbo_charge:R:1
Re 1.79 -0.71 0.60 1.4950
C 1.40 -1.57 4.22 -0.2792
O 1.03 -0.80 3.03 -0.4760
C 0.86 0.56 3.21 0.4557
C 0.86 1.25 4.42 -0.3013
C 0.22 2.50 4.51 -0.0396
C -0.22 3.15 3.34 -0.0730
C -0.02 2.58 2.10 -0.2168
C 0.49 1.29 2.06 0.1310
N 0.37 0.51 0.84 -0.3001
N -0.69 0.84 0.12 -0.1095
C -1.26 -0.27 -0.45 0.0939
C -0.84 -1.60 -0.22 0.3911
O 0.14 -2.00 0.67 -0.5892
C -1.53 -2.66 -0.89 -0.2907
C -2.56 -2.40 -1.76 0.0505
C -3.06 -1.05 -2.02 -0.1307
C -4.13 -0.64 -2.82 -0.0940
C -4.46 0.67 -2.98 -0.1355
C -3.79 1.67 -2.23 -0.1433
C -2.78 1.34 -1.41 -0.1450
C -2.43 -0.03 -1.27 0.0018
H 0.55 -1.66 4.90 0.2450
H 2.26 -1.12 4.77 0.2258
H 1.72 -2.56 3.87 0.2496
H 1.31 0.76 5.29 0.2792
H 0.06 3.02 5.47 0.2843
H -0.71 4.14 3.49 0.2801
H -0.45 3.06 1.21 0.2797
H -1.27 -3.69 -0.60 0.2832
H -3.12 -3.22 -2.20 0.2641
H -4.62 -1.44 -3.35 0.2498
H -5.29 0.96 -3.65 0.2694
H -4.04 2.71 -2.43 0.2588
H -2.24 2.09 -0.80 0.2427
O 4.83 -0.57 -3.87 -0.5640
C 3.76 -0.40 -3.07 0.4256
C 2.41 -0.33 -3.54 -0.2194
C 1.36 -0.37 -2.72 0.0533
N 1.60 -0.36 -1.41 -0.4471
C 2.84 -0.18 -0.92 0.0346
Br 3.73 -1.65 1.78 -0.0666
C 3.96 -0.22 -1.72 -0.2556
H 4.57 -0.67 -4.79 0.5202
H 2.16 -0.33 -4.60 0.2758
H 0.30 -0.40 -2.90 0.2449
H 4.93 -0.19 -1.23 0.2917
```

Calculated values
Max |F| = 0.099 hartree/bohr
DFT total energy = -105842.0253 eV
Total charge = +3
Multiplicity = 4


Record 2
Formula: C3H3F2NS
Source: the OMol25 dataset
Level of theory: ωB97M-V with the def2-TZVPD basis set

Structure (XYZ):
```
10
Properties=species:S:1:pos:R:3:nbo_charge:R:1
C -1.62 -0.08 -0.25 0.1632
C 1.21 0.95 0.28 -0.7723
C -0.74 -1.23 -0.17 0.5800
N -2.10 0.95 -0.10 -0.2465
F -1.02 -2.11 -1.07 -0.2937
F -0.65 -1.77 1.02 -0.2917
S 1.05 -0.51 -0.76 0.1427
H 1.68 0.91 1.30 0.2366
H 0.20 1.33 0.14 0.2419
H 1.98 1.55 -0.38 0.2399
```

Calculated values
Energy above the lowest of the compared OMol25 structures with the same formula, charge and spin = 85.9 kJ/mol
Max |F| = 0.081 hartree/bohr
SMILES string = CSC(F)(F)C#N
DFT total energy = -20918.1463 eV
Total charge = 0


Record 3
Formula: C42H55BMoN9Si
Source: the OMol25 dataset
Level of theory: ωB97M-V with the def2-TZVPD basis set

Structure (XYZ):
```
109
Properties=species:S:1:pos:R:3:lowdin_spin:R:1
Mo -0.62 -0.47 -0.08 1.7865
C 2.36 1.92 -0.23 0.0021
C 2.53 0.54 0.30 0.0098
C 3.69 0.01 0.85 0.0031
C 3.40 -1.31 1.15 0.0087
C 4.28 -2.34 1.75 0.0014
N 2.13 -1.54 0.77 -0.0005
N 1.58 -0.39 0.25 -0.0055
B 1.30 -2.78 1.13 0.0015
N 0.56 -3.30 -0.10 0.0044
N -0.10 -2.47 -0.98 0.0112
C -0.40 -3.24 -2.05 0.0120
C -1.13 -2.89 -3.30 0.0015
C 0.07 -4.54 -1.84 0.0046
C 0.68 -4.54 -0.61 0.0097
C 1.40 -5.65 0.07 0.0017
N 0.30 -2.41 2.26 0.0041
N -0.33 -1.20 2.18 0.0071
C -0.90 -1.01 3.39 0.0031
C -1.61 0.22 3.88 0.0007
C -0.68 -2.12 4.20 0.0015
C 0.10 -2.99 3.45 0.0023
C 0.68 -4.31 3.82 0.0004
H 2.49 2.66 0.57 0.0006
H 1.39 2.06 -0.69 0.0001
H 3.13 2.11 -0.98 0.0006
H 4.64 0.51 0.99 0.0001
H 5.28 -1.94 1.88 -0.0001
H 4.35 -3.23 1.12 0.0004
H 3.91 -2.66 2.73 0.0004
H 2.04 -3.62 1.52 0.0000
H -0.78 -1.98 -3.77 0.0004
H -2.20 -2.80 -3.14 0.0004
H -0.99 -3.71 -4.00 0.0000
H -0.01 -5.37 -2.52 0.0002
H 1.23 -6.57 -0.48 0.0000
H 1.06 -5.80 1.10 0.0003
H 2.47 -5.46 0.11 0.0005
H -1.19 1.14 3.49 0.0002
H -1.53 0.24 4.96 0.0000
H -2.67 0.22 3.63 0.0001
H -0.99 -2.25 5.22 0.0001
H 0.42 -4.53 4.86 0.0000
H 1.76 -4.32 3.73 0.0001
H 0.28 -5.11 3.20 0.0001
C -3.51 -0.87 1.27 0.0083
N -2.72 -1.43 0.16 0.0097
C -2.77 -2.90 0.34 0.0013
C -3.40 -1.07 -1.12 0.0138
C -3.30 0.41 -1.26 0.0179
C -4.39 1.18 -1.63 -0.0028
C -4.28 2.57 -1.63 0.0197
C -3.08 3.15 -1.27 -0.0038
C -1.99 2.36 -0.92 0.0141
C -2.08 0.96 -0.89 -0.0222
H -4.56 -1.15 1.15 0.0012
H -3.43 0.22 1.29 0.0010
H -3.14 -1.29 2.20 0.0002
H -3.81 -3.21 0.45 -0.0006
H -2.22 -3.17 1.25 0.0002
H -2.33 -3.42 -0.51 0.0000
H -4.43 -1.44 -1.11 0.0013
H -2.86 -1.57 -1.93 0.0028
H -5.33 0.71 -1.90 -0.0004
H -5.13 3.18 -1.92 0.0012
H -2.97 4.22 -1.29 -0.0008
H -1.05 2.85 -0.72 0.0003
N -0.37 1.30 1.07 0.0127
C -0.16 2.24 1.72 0.0317
N 0.06 3.29 2.44 0.0194
C -0.73 4.52 2.24 0.0021
C -1.24 5.03 3.58 0.0006
C -0.09 5.17 4.57 0.0001
C 0.65 3.85 4.75 0.0006
C 1.16 3.33 3.41 0.0022
H -1.54 4.29 1.55 0.0002
H -0.08 5.26 1.76 0.0006
H -1.98 4.32 3.96 0.0000
H -1.75 5.98 3.42 0.0001
H -0.47 5.51 5.54 0.0000
H 0.60 5.94 4.22 0.0000
H -0.02 3.10 5.18 0.0000
H 1.50 3.96 5.43 0.0001
H 1.58 2.33 3.49 0.0001
H 1.94 4.00 3.02 0.0006
C 0.38 4.53 -4.35 -0.0017
C 1.49 3.89 -3.84 0.0004
C 1.36 2.63 -3.27 -0.0013
C 0.11 1.99 -3.17 -0.0011
C -0.98 2.65 -3.74 -0.0010
C -0.86 3.90 -4.32 0.0003
Si -0.07 0.22 -2.51 -0.0020
C 1.38 -0.68 -3.33 -0.0088
C 1.34 -0.68 -4.73 -0.0017
C 2.35 -1.23 -5.49 -0.0004
C 3.46 -1.79 -4.87 0.0001
C 3.53 -1.80 -3.48 0.0001
C 2.51 -1.25 -2.72 -0.0004
H 0.48 5.51 -4.80 -0.0001
H 2.47 4.35 -3.90 0.0001
H 2.25 2.11 -2.95 0.0000
H -1.95 2.17 -3.72 0.0003
H -1.72 4.39 -4.75 0.0001
H -1.25 -0.24 -3.30 0.0085
H 0.49 -0.23 -5.24 -0.0001
H 2.29 -1.22 -6.57 -0.0001
H 4.26 -2.22 -5.46 0.0000
H 4.39 -2.24 -2.99 0.0000
H 2.58 -1.29 -1.63 -0.0001
```

Calculated values
Energy above the lowest of the compared OMol25 structures with the same formula, charge and spin = 51.4 kJ/mol
Max |F| = 0.015 hartree/bohr
DFT total energy = -68265.8558 eV
Total charge = +1
Multiplicity = 3


Record 4
Formula: C25H51Br20FN2O3S
Source: the OMol25 dataset
Level of theory: ωB97M-V with the def2-TZVPD basis set

Structure (XYZ):
```
103
Properties=species:S:1:pos:R:3:mulliken_charge:R:1
C 1.88 1.64 2.81 -0.8249
N 1.03 1.68 1.61 0.9512
C -0.37 2.02 1.93 -0.4716
C 1.54 2.59 0.65 -0.0428
O 1.87 3.73 0.90 -0.6013
C 1.70 2.00 -0.75 -0.5962
N 2.85 1.08 -0.73 0.2505
C 4.01 1.55 -1.53 -1.0258
S 2.40 -0.46 -1.08 0.8850
O 1.73 -1.02 0.03 -0.3929
O 1.71 -0.58 -2.32 -0.6185
F 3.77 -1.17 -1.18 -0.2469
H 1.98 2.64 3.24 0.0426
H 1.43 0.96 3.52 -0.0215
H 2.87 1.29 2.52 0.1987
H -0.47 3.00 2.43 -0.2831
H -0.94 2.05 0.99 0.2961
H -0.76 1.22 2.55 0.3399
H 1.83 2.80 -1.48 0.5590
H 0.77 1.50 -1.00 0.2128
H 3.71 2.20 -2.34 0.3136
H 4.62 2.15 -0.87 0.3681
H 4.62 0.73 -1.88 0.3418
Br -1.70 4.37 3.62 -0.0372
C -2.61 5.92 2.87 -0.6887
C -3.98 5.55 2.36 -0.5581
Br -3.88 4.60 0.67 -0.1323
H -1.96 6.32 2.09 0.3944
H -2.68 6.64 3.68 0.3367
H -4.56 6.45 2.15 0.3498
H -4.53 4.92 3.05 0.3495
Br -2.02 0.64 -4.00 -0.1149
C -0.67 -0.74 -3.77 0.2997
C -0.90 -1.91 -4.68 -0.6774
Br -2.35 -3.04 -4.03 -0.1600
H -0.67 -1.01 -2.72 -0.3716
H 0.28 -0.25 -4.01 0.2740
H -0.03 -2.56 -4.70 0.3920
H -1.16 -1.62 -5.69 0.4589
Br -2.69 -0.79 -0.09 -0.1323
C -0.85 -1.25 0.34 0.1804
C -0.78 -2.27 1.44 -0.3272
Br -1.15 -1.47 3.17 -0.1430
H -0.34 -0.32 0.59 -0.2494
H -0.42 -1.66 -0.58 0.1670
H 0.23 -2.68 1.52 0.0876
H -1.48 -3.09 1.32 0.4901
Br 0.05 0.99 6.37 -0.0665
C -1.40 0.94 7.67 -0.6259
C -2.50 0.02 7.21 -0.6003
Br -3.56 0.85 5.81 -0.1270
H -1.73 1.96 7.81 0.3550
H -0.95 0.57 8.59 0.3872
H -3.19 -0.19 8.02 0.3657
H -2.12 -0.92 6.81 0.3400
Br 3.90 3.29 8.13 -0.1497
C 2.96 4.89 7.55 -0.6671
C 1.62 4.56 6.95 -0.4663
Br 1.79 3.84 5.15 0.0242
H 3.62 5.41 6.86 0.3769
H 2.84 5.49 8.45 0.4054
H 1.02 5.46 6.84 0.3682
H 1.07 3.83 7.53 0.2667
Br 3.15 -5.16 2.29 -0.1395
C 4.06 -3.57 1.65 -0.3540
C 4.34 -2.61 2.77 -0.6395
Br 2.74 -1.65 3.30 -0.0408
H 3.43 -3.14 0.88 0.0012
H 4.99 -3.93 1.21 0.4170
H 5.04 -1.84 2.44 0.3434
H 4.73 -3.09 3.66 0.4127
Br -2.25 -4.38 -8.66 -0.1216
C -3.70 -4.44 -7.37 -0.4210
C -4.81 -5.34 -7.83 -0.4757
Br -5.89 -4.49 -9.21 -0.1454
H -4.03 -3.42 -7.21 0.2429
H -3.26 -4.82 -6.46 0.2257
H -5.50 -5.54 -7.01 0.3818
H -4.46 -6.28 -8.24 0.3254
Br 0.36 -7.92 -8.82 -0.1231
C 0.08 -8.10 -10.73 -0.5962
C -0.82 -7.02 -11.26 -0.5368
Br -2.69 -7.35 -10.82 -0.1004
H -0.32 -9.10 -10.90 0.3695
H 1.07 -8.02 -11.18 0.3418
H -0.79 -6.99 -12.35 0.3383
H -0.58 -6.03 -10.87 0.2937
Br 6.29 5.49 10.37 -0.1271
C 7.50 4.34 9.38 -0.5948
C 8.89 4.92 9.31 -0.5372
Br 8.99 6.37 8.01 -0.1375
H 7.06 4.17 8.41 0.3366
H 7.52 3.40 9.93 0.3396
H 9.60 4.17 8.96 0.3427
H 9.23 5.32 10.26 0.3724
Br -6.50 -1.18 -6.44 -0.1162
C -7.61 -0.85 -7.99 -0.5387
C -9.06 -1.20 -7.74 -0.5693
Br -9.32 -3.13 -7.78 -0.1286
H -7.18 -1.41 -8.81 0.2978
H -7.52 0.22 -8.19 0.3472
H -9.69 -0.81 -8.52 0.3411
H -9.41 -0.85 -6.77 0.3645
```

Calculated values
Max |F| = 0.035 hartree/bohr
SMILES string = CN(C)C(=O)CN(C)S(=O)(=O)F.BrCCBr.BrCCBr.BrCCBr.BrCCBr.BrCCBr.BrCCBr.BrCCBr.BrCCBr.BrCCBr.BrCCBr
DFT total energy = -1450277.2525 eV
Total charge = 0


Record 5
Formula: C17H23CoI2N2O
Source: the OMol25 dataset
Level of theory: ωB97M-V with the def2-TZVPD basis set

Structure (XYZ):
```
46
Properties=species:S:1:pos:R:3:nbo_charge:R:1
C 4.14 2.88 -4.06 -1.2757
I 2.66 2.83 -2.54 -0.2345
H 3.94 1.98 -4.63 0.2036
H 5.13 2.90 -3.57 0.2045
H 3.94 3.83 -4.62 0.1971
C 2.63 -2.14 1.95 -0.0979
C 1.38 -0.82 0.65 0.2040
N 1.59 -1.25 1.92 -0.3981
H 3.87 -2.87 0.26 0.2092
I -1.23 -1.97 0.24 -0.6670
N 2.28 -1.50 -0.10 -0.3975
H 3.00 -2.58 2.87 0.2052
Co -0.04 0.11 -0.23 0.5895
C 1.34 1.23 -0.24 0.2741
O 2.08 1.96 0.34 -0.6501
C 3.06 -2.29 0.68 -0.0820
C 2.37 -1.46 -1.56 -0.4256
H 2.05 -2.42 -1.99 0.2012
H 3.41 -1.26 -1.83 0.2038
H 1.74 -0.67 -1.98 0.2531
C 0.76 -0.95 3.07 -0.3975
H 1.43 -0.82 3.94 0.1829
H 0.05 -1.76 3.28 0.2200
H 0.20 -0.02 2.92 0.2370
C -2.73 2.64 0.85 -0.6042
C -2.91 1.52 -0.17 -0.1992
C -3.66 2.13 -1.37 -0.5916
C -1.50 1.10 -0.59 -0.6372
C -3.77 0.36 0.36 0.0223
C -4.27 0.38 1.66 -0.2299
C -5.21 -0.59 2.07 -0.2289
C -5.60 -1.59 1.18 -0.2489
C -5.04 -1.66 -0.09 -0.2381
C -4.13 -0.67 -0.50 -0.1190
H -2.15 3.45 0.41 0.2155
H -2.18 2.29 1.73 0.2053
H -3.69 3.04 1.18 0.1772
H -3.15 3.03 -1.74 0.2053
H -3.74 1.43 -2.21 0.2048
H -4.68 2.42 -1.05 0.1821
H -1.07 1.96 -1.21 0.1266
H -3.99 1.18 2.35 0.2061
H -5.61 -0.54 3.08 0.1895
H -6.32 -2.35 1.50 0.1896
H -5.27 -2.48 -0.77 0.1981
H -3.70 -0.70 -1.50 0.2154
```

Calculated values
Max |F| = 0.072 hartree/bohr
DFT total energy = -76852.8897 eV
Total charge = -2
Multiplicity = 5


Record 6
Formula: C4H6O2
Source: the OMol25 dataset
Level of theory: ωB97M-V with the def2-TZVPD basis set

Structure (XYZ):
```
12
Properties=species:S:1:pos:R:3:nbo_charge:R:1
O -1.72 -0.33 1.40 -0.5460
C -0.58 -0.55 1.78 0.2203
C 0.38 -1.42 1.08 0.2833
C -0.36 0.40 -1.35 -0.6534
C 0.87 0.38 -0.46 -0.0840
O 1.05 -0.98 0.08 -0.4324
H -0.26 -0.31 2.82 0.1283
H -0.46 -0.57 -1.85 0.2280
H -1.26 0.57 -0.76 0.2457
H -0.26 1.17 -2.12 0.2212
H 0.81 1.07 0.38 0.1880
H 1.79 0.56 -1.01 0.2009
```

Calculated values
Energy above the lowest of the compared OMol25 structures with the same formula, charge and spin = 369.6 kJ/mol
Max |F| = 0.009 hartree/bohr
DFT total energy = -8336.6302 eV
Total charge = 0


Record 7
Formula: CH2N4
Source: the OMol25 dataset
Level of theory: ωB97M-V with the def2-TZVPD basis set

Structure (XYZ):
```
7
Properties=species:S:1:pos:R:3:nbo_charge:R:1
C 0.61 -0.11 0.54 -0.0736
N -1.52 0.12 -0.50 -0.0268
N -0.75 -0.45 -1.30 -0.0407
N -0.52 0.87 0.15 -0.1529
N 0.41 0.23 -0.81 -0.1539
H 1.42 0.43 1.01 0.2298
H 0.34 -1.09 0.92 0.2182
```

Calculated values
Energy above the lowest of the compared OMol25 structures with the same formula, charge and spin = 542.5 kJ/mol
Max |F| = 0.032 hartree/bohr
SMILES string = C1n2nnn21
DFT total energy = -7024.3228 eV
Total charge = 0


Record 8
Formula: C23H40N7O6S2V
Source: the OMol25 dataset
Level of theory: ωB97M-V with the def2-TZVPD basis set

Structure (XYZ):
```
79
Properties=species:S:1:pos:R:3:lowdin_spin:R:1
V -0.42 0.11 -0.99 1.9159
C -4.94 0.62 -3.74 0.0003
N -3.54 0.95 -3.48 0.0041
C -2.79 1.40 -4.66 0.0005
C -2.97 0.85 -2.31 0.0051
O -1.76 1.15 -2.12 0.0197
C -3.78 0.37 -1.11 0.0007
O -2.94 0.30 0.03 0.0026
C -2.92 1.44 0.86 0.0007
C -1.49 1.86 1.14 0.0043
O -0.54 1.24 0.59 0.0109
N -1.28 2.84 1.98 0.0054
C 0.08 3.25 2.34 0.0005
C -2.38 3.48 2.71 0.0004
H -5.51 1.52 -3.98 0.0002
H -5.40 0.13 -2.88 0.0000
H -4.99 -0.07 -4.58 0.0000
H -3.33 2.21 -5.14 0.0001
H -2.70 0.57 -5.36 0.0001
H -1.80 1.73 -4.35 0.0000
H -4.14 -0.63 -1.30 0.0003
H -4.63 1.03 -0.93 -0.0001
H -3.40 1.20 1.81 0.0003
H -3.46 2.28 0.40 0.0000
H 0.80 2.72 1.71 0.0001
H 0.27 3.00 3.38 0.0002
H 0.18 4.32 2.20 0.0001
H -3.15 3.82 2.03 0.0001
H -1.98 4.34 3.23 0.0000
H -2.80 2.79 3.45 0.0003
C 3.89 2.73 -3.87 -0.0006
C 3.49 2.89 -2.41 -0.0016
N 3.67 1.65 -1.65 -0.0018
C 5.00 1.44 -1.07 0.0001
C 5.06 1.89 0.38 -0.0001
C 2.73 0.73 -1.51 0.0032
S 1.20 0.98 -2.35 -0.0333
N 3.06 -0.39 -0.85 0.0029
C 2.22 -1.22 -0.30 0.0052
O 0.98 -0.99 -0.05 0.0272
C 2.74 -2.55 0.10 -0.0003
C 1.98 -3.68 -0.17 0.0003
C 2.45 -4.93 0.19 0.0001
C 3.68 -5.05 0.83 0.0000
C 4.44 -3.93 1.09 0.0000
C 3.98 -2.67 0.72 0.0000
H 3.78 3.68 -4.39 0.0000
H 3.26 1.99 -4.37 -0.0005
H 4.93 2.40 -3.96 0.0000
H 2.45 3.21 -2.32 -0.0008
H 4.11 3.64 -1.92 -0.0001
H 5.70 2.01 -1.68 0.0000
H 5.25 0.38 -1.16 0.0000
H 4.79 2.95 0.48 0.0000
H 6.07 1.77 0.77 0.0000
H 4.38 1.30 0.99 0.0000
H 1.05 -3.58 -0.72 0.0002
H 1.88 -5.82 -0.06 0.0000
H 4.05 -6.03 1.11 0.0000
H 5.40 -4.02 1.58 0.0000
H 4.58 -1.79 0.90 0.0000
N -3.38 -2.15 4.86 0.0000
C -2.35 -1.31 4.86 0.0000
N -1.71 -1.11 6.02 0.0000
S -1.83 -0.51 3.45 0.0001
H -3.73 -2.59 5.70 0.0000
H -3.94 -2.23 4.03 0.0000
H -2.01 -1.54 6.88 0.0000
H -0.91 -0.51 6.03 0.0000
N -0.76 -2.64 1.18 0.0010
C -1.79 -3.29 0.33 0.0012
C -2.13 -2.47 -0.92 0.0036
O -3.14 -2.74 -1.52 0.0007
O -1.22 -1.62 -1.28 0.0189
H -0.24 -3.32 1.74 0.0001
H -1.18 -1.96 1.83 0.0001
H -0.06 -2.11 0.61 0.0010
H -2.70 -3.44 0.91 0.0002
H -1.43 -4.27 0.01 0.0000
```

Calculated values
Energy above the lowest of the compared OMol25 structures with the same formula, charge and spin = 39.8 kJ/mol
Max |F| = 0.012 hartree/bohr
DFT total energy = -94566.9073 eV
Total charge = +2
Multiplicity = 3


Record 9
Formula: C7H12
Source: the OMol25 dataset
Level of theory: ωB97M-V with the def2-TZVPD basis set

Structure (XYZ):
```
19
Properties=species:S:1:pos:R:3:nbo_charge:R:1
C 2.61 0.40 -0.76 -0.6343
C 1.45 -0.57 -0.73 -0.4496
C -0.01 -0.26 1.05 -0.1135
C -0.67 1.11 0.83 -0.4787
C -2.01 0.37 0.84 -0.1803
C -2.15 -0.45 -0.39 -0.4217
C -1.24 -1.01 0.71 -0.2965
H 3.10 0.41 -1.75 0.2172
H 3.38 0.12 -0.01 0.2122
H 2.28 1.42 -0.54 0.2107
H 0.63 -0.31 -1.41 0.2013
H 1.70 -1.63 -0.83 0.2085
H 1.09 -0.57 0.57 0.2284
H -0.49 1.66 -0.11 0.2016
H -0.50 1.80 1.67 0.2206
H -2.83 0.55 1.54 0.2269
H -3.08 -0.99 -0.51 0.2263
H -1.71 -0.08 -1.32 0.2038
H -1.51 -1.97 1.14 0.2171
```

Calculated values
Energy above the lowest of the compared OMol25 structures with the same formula, charge and spin = 520.5 kJ/mol
Max |F| = 0.019 hartree/bohr
DFT total energy = -7448.0372 eV
Total charge = 0